Density functional theory data (the ωB97M-V functional and the def2-TZVPD basis) for 2 unconnected molecules or ions with the total composition C2H11N3.

Computed properties:
- Spin multiplicity: 2
- Relative energy (zero: lowest compared OMol25 entry of this formula, charge and spin): 102.0 kJ/mol
- HOMO-LUMO gap (alpha / beta): 10.815 / 3.241 eV
- Charge: +1
- Energy: -6712.874 eV

Geometry (Å):
1 C -0.0030 -1.0859 -2.8711
2 N 0.2182 0.3457 -2.5454
3 H 0.9704 -1.5428 -2.7174
4 H -0.8814 -1.4837 -2.3821
5 H -0.1622 -1.1165 -3.9555
6 H 1.2072 0.5012 -2.4857
7 H -0.4011 0.7004 -1.8322
8 N -1.1994 0.4929 1.3840
9 C 0.2296 0.1617 1.3593
10 N 0.6646 0.0483 2.7359
11 H -1.3177 1.4503 1.0872
12 H -1.5159 0.5337 2.3579
13 H 0.8465 0.9236 0.8660
14 H 0.4272 -0.7731 0.8377
15 H 1.1751 0.8244 3.1195
16 H 1.0849 -0.8134 2.9942

Density functional theory data (the ωB97M-V functional and the def2-TZVPD basis) for 7 unconnected molecules or ions with the total composition C42H45F6N4O3P2S.

Computed properties:
- Spin multiplicity: 1
- HOMO-LUMO gap: 7.426 eV
- Charge: +1
- Energy: -102100.701 eV

Geometry (Å):
1 C -6.6396 -2.6654 -5.1296
2 P -4.9035 -3.0894 -5.5132
3 C -4.3443 -1.5765 -6.3854
4 C -4.1765 -2.5196 -3.9158
5 N -4.6615 -1.6041 -3.0793
6 C -3.7264 -1.4455 -2.1288
7 N -3.7774 -0.5316 -1.1519
8 C -2.5547 -0.2227 -0.3907
9 C -2.1201 -1.3002 0.6067
10 O -1.2540 -0.7644 1.5742
11 P -5.2249 0.4069 -0.8745
12 O -6.3348 -0.7364 -0.8936
13 O -5.4151 1.1672 -2.2487
14 S -5.1332 1.4818 0.6806
15 N -2.6760 -2.2571 -2.3541
16 N -2.9856 -2.9497 -3.4962
17 H -7.2529 -3.0647 -5.9375
18 H -6.7988 -1.5914 -5.0513
19 H -6.9519 -3.1375 -4.1997
20 H -4.7589 -1.5717 -7.3932
21 H -4.6626 -0.6775 -5.8593
22 H -3.2581 -1.5659 -6.4624
23 H -1.7528 0.0190 -1.0983
24 H -2.7600 0.6737 0.1849
25 H -1.6188 -2.1527 0.1241
26 H -3.0044 -1.6661 1.1310
27 H -0.6231 -0.1579 1.1630
28 H -6.8722 -0.6797 -0.0902
29 H -5.3531 0.6151 -3.0430
30 H -1.8118 -2.3825 -1.8501
31 H -2.3661 -3.6334 -3.9055
32 F 2.1280 0.4813 7.3260
33 C 1.8085 -0.2660 6.2503
34 C 2.4733 -1.4591 6.0467
35 C 2.1326 -2.2239 4.9394
36 C 1.1455 -1.7914 4.0629
37 C 0.4959 -0.5866 4.2929
38 C 0.8271 0.1907 5.3939
39 H 3.2382 -1.7738 6.7433
40 H 2.6401 -3.1630 4.7690
41 H 0.8831 -2.3907 3.2007
42 H -0.2744 -0.2450 3.6158
43 H 0.3324 1.1323 5.5918
44 F 0.8254 0.9421 0.3745
45 C 0.6035 1.9669 -0.4960
46 C -0.5783 2.6646 -0.3778
47 C -0.8402 3.6874 -1.2787
48 C 0.0891 3.9958 -2.2634
49 C 1.2759 3.2784 -2.3485
50 C 1.5473 2.2451 -1.4608
51 H -1.2718 2.4140 0.4148
52 H -1.7648 4.2443 -1.2023
53 H -0.1066 4.7991 -2.9605
54 H 2.0019 3.5240 -3.1120
55 H 2.4656 1.6758 -1.5044
56 F -2.4319 0.7572 -5.6730
57 C -2.7183 2.0573 -5.3980
58 C -2.7474 2.9654 -6.4342
59 C -3.0570 4.2848 -6.1328
60 C -3.3258 4.6677 -4.8254
61 C -3.2834 3.7282 -3.8049
62 C -2.9752 2.4042 -4.0873
63 H -2.5333 2.6439 -7.4440
64 H -3.0888 5.0168 -6.9286
65 H -3.5660 5.6980 -4.6022
66 H -3.4868 4.0233 -2.7839
67 H -2.9170 1.6557 -3.3063
68 F -2.5364 3.8631 8.7719
69 C -2.8472 3.1106 7.6997
70 C -2.1904 1.9092 7.5190
71 C -2.5197 1.1417 6.4110
72 C -3.4818 1.5790 5.5101
73 C -4.1243 2.7917 5.7202
74 C -3.8107 3.5716 6.8243
75 H -1.4407 1.5929 8.2315
76 H -2.0174 0.1963 6.2508
77 H -3.7312 0.9741 4.6478
78 H -4.8769 3.1370 5.0230
79 H -4.2980 4.5180 7.0136
80 F 4.2045 -4.8412 4.2204
81 C 4.6047 -4.3907 3.0112
82 C 5.7111 -3.5696 2.9425
83 C 6.1180 -3.1142 1.6965
84 C 5.4184 -3.4828 0.5544
85 C 4.3076 -4.3089 0.6567
86 C 3.8869 -4.7722 1.8956
87 H 6.2368 -3.2976 3.8473
88 H 6.9866 -2.4748 1.6231
89 H 5.7391 -3.1303 -0.4174
90 H 3.7663 -4.6035 -0.2334
91 H 3.0305 -5.4235 2.0052
92 F 8.9845 -1.2809 1.6369
93 C 9.4011 -0.8253 0.4330
94 C 10.5049 0.0010 0.3883
95 C 10.9274 0.4645 -0.8494
96 C 10.2507 0.1028 -2.0063
97 C 9.1432 -0.7297 -1.9266
98 C 8.7067 -1.2052 -0.6976
99 H 11.0140 0.2684 1.3038
100 H 11.7931 1.1108 -0.9072
101 H 10.5877 0.4670 -2.9672
102 H 8.6142 -1.0156 -2.8263
103 H 7.8496 -1.8588 -0.6129

Density functional theory data (the ωB97M-V functional and the def2-TZVPD basis) for a molecular structure, C11H33F7HfNO8P.

Computed properties:
- Spin multiplicity: 2
- HOMO-LUMO gap (alpha / beta): 5.771 / 5.611 eV
- Charge: +1
- Energy: -59425.731 eV

Geometry (Å):
1 Hf -1.9863 -1.0826 0.8894
2 P 1.2612 -2.5319 -3.5975
3 F 0.8789 -1.5374 -2.3560
4 F 1.6410 -1.2686 -4.4499
5 F 2.7971 -2.7574 -3.1937
6 F 1.5531 -3.5281 -4.8865
7 F 0.7382 -3.8374 -2.7383
8 F -0.3090 -2.4496 -4.0218
9 F -0.0714 -0.1992 -0.0303
10 C 1.7025 2.2882 -2.1671
11 O 2.0780 1.7086 -0.9213
12 H 2.6140 2.3269 -2.7635
13 H 1.0094 1.6099 -2.6647
14 H 1.1594 3.2286 -2.0731
15 H 1.7183 0.8186 -0.9314
16 C -4.0280 2.9838 0.5579
17 C -3.5658 1.4971 0.2745
18 C -3.0858 1.3173 -1.1657
19 O -2.5468 0.0216 -1.3425
20 C -2.4135 -0.2121 -2.7854
21 N -2.3478 1.2465 1.0542
22 H -3.2541 3.7470 0.4761
23 H -4.6627 3.0445 1.4420
24 H -4.7196 3.3015 -0.2224
25 H -4.3628 0.7887 0.5003
26 H -2.2903 2.0376 -1.3569
27 H -3.9290 1.4810 -1.8367
28 H -2.3386 0.6914 -3.3905
29 H -3.2346 -0.8720 -3.0653
30 H -1.5293 -0.7741 -3.0860
31 H -2.4152 1.9513 1.7744
32 H -1.5656 1.6729 0.5782
33 C 0.1618 3.6033 1.3055
34 C 0.8342 2.7780 2.4683
35 O -0.1218 2.1536 3.3017
36 O -0.1008 2.7562 0.1687
37 H 0.9419 4.2337 0.8788
38 H -0.6712 4.2523 1.5758
39 H 1.4174 3.5021 3.0372
40 H 1.5696 2.0997 2.0358
41 H -0.0374 2.6721 4.1052
42 H 0.7323 2.5479 -0.2604
43 C 2.8019 -3.6744 0.2424
44 C 3.5299 -2.3827 -0.1238
45 O 3.0400 -1.2110 0.5476
46 O 1.5595 -3.7081 -0.2893
47 H 2.5409 -3.7969 1.2936
48 H 3.3358 -4.5522 -0.1218
49 H 3.4283 -2.2083 -1.1950
50 H 4.5827 -2.5180 0.1240
51 H 2.1898 -0.9722 0.1712
52 H 1.7363 -3.7496 -1.2320
53 C 0.2884 -2.6958 2.9483
54 C 0.3068 -1.2835 3.4800
55 O -0.6969 -0.4311 2.9181
56 O -0.0527 -2.5805 1.5813
57 H -0.4828 -3.3032 3.4221
58 H 1.2535 -3.1839 3.0838
59 H 1.2819 -0.9175 3.1587
60 H 0.1891 -1.3738 4.5598
61 H -0.4931 0.4392 3.2682
62 H 0.4396 -3.2077 1.0467

Density functional theory data (the ωB97M-V functional and the def2-TZVPD basis) for a single C2H4BrNOS molecule.

Computed properties:
- Spin multiplicity: 1
- Relative energy (zero: lowest compared OMol25 entry of this formula, charge and spin): 0.0 kJ/mol
- HOMO-LUMO gap: 10.054 eV
- Energy: -86554.321 eV

Geometry (Å):
1 C 0.7900 -0.0919 -0.5051
2 C -0.4894 0.4500 0.4446
3 N 0.9405 -1.4157 -0.4842
4 O 1.4814 0.7097 -1.0592
5 S -0.6704 2.2186 0.1734
6 Br -2.0857 -0.6070 -0.0614
7 H -0.2993 0.2263 1.4909
8 H 0.2926 -2.0468 -0.0415
9 H 1.7000 -1.7994 -1.0222
10 H -1.6596 2.3564 1.0647

Which formula does entry 4 have? C2H4BrNOS

What is the spin multiplicity in the fourth record? 1

Look up the energy of the first one. -6712.874 eV

Which value of spin multiplicity does entry 1 give? 2